(1)
ORCA calculation (wB97M-V/def2-TZVPD) on a single C2H2BrF molecule in a non-equilibrium geometry.

Structure (XYZ):
```
6
Properties=species:S:1:pos:R:3
C -1.301 -0.489 -0.456
C 2.099 0.788 0.080
F 1.713 1.557 1.007
Br 0.644 -0.445 -0.572
H -1.397 -1.465 -0.327
H -1.758 0.054 0.268
```

Multiplicity: 1
Maximum force in eV Å⁻¹: 4.53
ΔE to the lowest compared entry with this formula, charge and spin in kJ/mol: 623.4
Orbital gap (spin up / spin down) in Eh: 0.2242 / 0.3410


(2)
ORCA calculation (wB97M-V/def2-TZVPD) on a molecular structure, C64H59IN2O7P2SiSr in a non-equilibrium geometry.

Structure (XYZ):
```
137
Properties=species:S:1:pos:R:3
Sr -0.570 -0.820 0.084
O 0.274 -2.977 -0.750
C 0.268 -3.765 -1.757
C 1.235 -4.819 -1.904
C 1.321 -5.571 -3.048
C 0.443 -5.380 -4.127
C -0.545 -4.424 -3.999
C -0.663 -3.638 -2.853
C -1.717 -2.662 -2.698
N -2.603 -2.345 -3.556
C -3.562 -1.359 -3.087
C -4.582 -1.925 -2.092
N -3.955 -2.228 -0.828
C -4.549 -1.895 0.240
C -4.089 -2.189 1.590
C -5.042 -2.133 2.603
C -4.778 -2.520 3.903
C -3.500 -3.013 4.186
C -2.522 -3.051 3.223
C -2.732 -2.564 1.894
O -1.762 -2.454 1.079
H 1.924 -4.970 -1.084
H 2.092 -6.333 -3.121
H 0.529 -5.979 -5.024
H -1.262 -4.257 -4.794
H -1.738 -2.220 -1.694
H -4.094 -0.951 -3.952
H -3.058 -0.510 -2.597
H -4.978 -2.860 -2.513
H -5.423 -1.213 -1.979
H -5.538 -1.391 0.192
H -6.039 -1.785 2.340
H -5.541 -2.466 4.668
H -3.274 -3.374 5.183
H -1.535 -3.436 3.447
O -2.411 0.356 1.176
P -1.659 1.593 0.843
C -1.180 1.568 -0.959
P -2.448 2.416 -1.964
O -3.843 2.259 -1.500
C -1.940 4.149 -2.087
C -0.628 4.493 -2.399
C -0.283 5.825 -2.540
C -1.249 6.811 -2.386
C -2.556 6.467 -2.084
C -2.903 5.135 -1.929
C -2.181 1.814 -3.644
C -0.986 1.252 -4.071
C -0.860 0.806 -5.377
C -1.920 0.933 -6.256
C -3.113 1.507 -5.834
C -3.247 1.943 -4.531
C -0.212 1.883 1.872
C -0.371 1.525 3.205
C 0.608 1.855 4.120
C 1.737 2.545 3.704
C 1.897 2.894 2.373
C 0.919 2.561 1.449
C -2.639 3.056 1.267
C -2.121 4.342 1.272
C -2.902 5.399 1.708
C -4.198 5.169 2.143
C -4.714 3.882 2.142
C -3.937 2.826 1.702
H -1.295 0.523 -1.241
H -0.166 1.884 -1.197
H 0.126 3.724 -2.522
H 0.738 6.094 -2.774
H -0.978 7.853 -2.500
H -3.305 7.238 -1.955
H -3.910 4.841 -1.667
H -0.158 1.149 -3.388
H 0.064 0.339 -5.692
H -1.825 0.572 -7.272
H -3.947 1.590 -6.520
H -4.184 2.352 -4.178
H -1.236 0.949 3.506
H 0.511 1.538 5.149
H 2.520 2.773 4.415
H 2.806 3.375 2.042
H 1.077 2.781 0.400
H -1.099 4.524 0.957
H -2.496 6.402 1.707
H -4.806 5.996 2.490
H -5.724 3.701 2.484
H -4.319 1.814 1.686
C 3.512 -2.763 0.445
C 3.150 -2.777 1.928
C 2.084 -3.846 2.156
C 4.395 -3.096 2.755
Si 2.412 -1.079 2.374
O 1.110 -0.734 1.553
C 1.952 -1.147 4.224
C 0.614 -1.470 4.455
C 0.096 -1.580 5.734
C 0.915 -1.362 6.833
C 2.247 -1.044 6.633
C 2.754 -0.945 5.343
C 3.776 0.200 1.994
C 3.673 0.788 0.732
C 4.567 1.748 0.291
C 5.606 2.153 1.115
C 5.740 1.579 2.369
C 4.837 0.614 2.794
H 3.905 -3.740 0.148
H 4.281 -2.021 0.226
H 2.632 -2.556 -0.171
H 2.464 -4.824 1.838
H 1.178 -3.634 1.573
H 1.815 -3.925 3.211
H 4.792 -4.078 2.479
H 4.175 -3.119 3.823
H 5.186 -2.364 2.589
H -0.037 -1.614 3.603
H -0.949 -1.828 5.866
H 0.517 -1.440 7.838
H 2.898 -0.872 7.484
H 3.800 -0.695 5.227
H 2.848 0.506 0.095
H 4.432 2.187 -0.690
H 6.310 2.908 0.782
H 6.553 1.882 3.020
H 4.974 0.187 3.778
I 6.101 -2.770 -5.580
C 4.648 -1.750 -4.460
C 3.496 -2.414 -4.081
C 2.542 -1.726 -3.347
C 2.737 -0.394 -3.011
C 3.904 0.251 -3.400
C 4.871 -0.424 -4.124
C 1.674 0.341 -2.221
O 1.769 1.578 -2.100
O 0.757 -0.367 -1.747
H 3.333 -3.451 -4.330
H 1.642 -2.229 -3.021
H 4.039 1.286 -3.125
H 5.785 0.070 -4.420
```

Multiplicity: 1
Net charge: -2
Maximum force in eV Å⁻¹: 4.37
ΔE to the lowest compared entry with this formula, charge and spin in kJ/mol: 0.0
Orbital gap in Eh: 0.1949


(3)
ORCA calculation (wB97M-V/def2-TZVPD) on a single C3H9N3S2 molecule in a non-equilibrium geometry.

Structure (XYZ):
```
17
Properties=species:S:1:pos:R:3
N 2.145 -0.733 -0.280
C 0.961 -1.317 0.346
C -0.385 -0.926 -0.224
C -0.704 0.530 -0.109
N -1.897 1.023 -0.189
S -3.209 -0.089 -0.055
N 0.378 1.427 -0.023
S 0.173 3.110 -0.103
H 2.148 -1.093 -1.259
H 3.018 -1.136 0.112
H 1.004 -2.406 0.329
H 0.930 -1.004 1.398
H -0.460 -1.201 -1.285
H -1.122 -1.540 0.312
H -4.137 0.873 0.026
H 1.299 1.022 -0.135
H -0.143 3.460 1.141
```

Multiplicity: 1
SMILES string: NCC/C(=N\S)NS
Maximum force in eV Å⁻¹: 1.92
ΔE to the lowest compared entry with this formula, charge and spin in kJ/mol: 20.0
Orbital gap in Eh: 0.3157


(4)
ORCA calculation (wB97M-V/def2-TZVPD) on a single C16H21N3O2 molecule in a non-equilibrium geometry.

Structure (XYZ):
```
42
Properties=species:S:1:pos:R:3
C 2.312 -1.902 -1.437
C 1.368 -2.987 -1.166
C 0.103 -2.385 -0.097
C 0.583 -1.671 0.989
C 1.434 -2.562 1.994
N -0.588 -1.683 -1.096
C -1.926 -1.754 -0.959
O -2.629 -2.622 -0.268
C -2.614 -0.822 -1.618
C -2.929 0.464 -0.844
C -1.587 1.122 -0.566
N -1.407 1.200 0.912
C -0.268 1.643 1.135
C 0.151 1.677 2.586
C 1.526 1.876 2.865
C 2.422 2.364 2.109
C 2.201 2.396 0.576
C 0.911 1.973 0.427
C 0.582 1.847 -1.111
O 1.230 2.200 -1.943
N -0.533 1.414 -1.582
H 1.800 -1.136 -2.042
H 2.903 -1.652 -0.666
H 3.122 -2.198 -1.900
H 0.925 -3.302 -2.224
H 1.888 -3.663 -0.558
H -0.521 -3.431 0.147
H 1.248 -0.886 0.817
H -0.164 -1.437 1.717
H 1.762 -2.238 3.011
H 1.003 -3.547 2.096
H 2.303 -2.937 1.803
H -0.253 -1.012 -1.530
H -3.585 -1.121 -1.981
H -2.326 -0.438 -2.829
H -3.448 0.240 -0.016
H -3.435 1.332 -1.602
H -0.624 1.323 3.269
H 1.669 2.123 4.084
H 3.529 2.560 2.327
H 2.725 2.728 -0.185
H -1.097 1.413 -2.438
```

Multiplicity: 1
SMILES string: CCC(CC)NC(=O)CCc1nc2ccccc2c(=O)[nH]1
Maximum force in eV Å⁻¹: 13.90
ΔE to the lowest compared entry with this formula, charge and spin in kJ/mol: 1376.3
Orbital gap in Eh: 0.2732


(5)
ORCA calculation (wB97M-V/def2-TZVPD) on a gas-phase ion, C6H12N3 (charge +1) in a non-equilibrium geometry.

Structure (XYZ):
```
21
Properties=species:S:1:pos:R:3
N 2.201 -0.719 0.860
N 1.617 -0.583 -0.556
C 1.715 0.845 -0.757
N 0.641 1.534 0.124
C -0.402 0.465 0.497
C -1.865 0.568 0.050
C -2.152 -0.966 -0.006
C -0.887 -1.587 -0.568
C 0.077 -0.713 -0.328
H 3.145 -1.169 0.547
H 1.728 -1.570 1.236
H 2.786 1.101 -0.481
H 1.754 1.207 -1.743
H 0.941 1.867 1.031
H 0.265 2.308 -0.306
H -0.277 0.320 1.536
H -2.103 1.018 -0.979
H -2.560 1.005 0.680
H -3.046 -1.187 -0.713
H -2.508 -1.240 0.966
H -1.071 -2.503 -1.089
```

Multiplicity: 1
SMILES string: NN1C[NH2+][C@H]2CCC=C21
Net charge: +1
Maximum force in eV Å⁻¹: 3.74
ΔE to the lowest compared entry with this formula, charge and spin in kJ/mol: 387.4
Orbital gap in Eh: 0.3896


(6)
ORCA calculation (wB97M-V/def2-TZVPD) on a molecular structure, C23H52O4P4Pt in a non-equilibrium geometry.

Structure (XYZ):
```
84
Properties=species:S:1:pos:R:3
Pt -1.136 0.138 0.193
P -1.535 2.120 -1.048
P -2.556 -0.110 2.054
P -2.455 -1.207 -1.122
H 4.689 -2.666 -1.704
C 4.364 -2.705 -2.751
C 4.402 -1.628 -3.532
H 4.783 -0.665 -3.182
C -0.427 3.514 -0.701
C -3.155 2.793 -0.604
C -1.493 2.003 -2.869
C -2.292 -1.703 2.905
C -2.367 1.138 3.369
C -4.347 0.033 1.700
C -1.747 -1.469 -2.761
C -4.143 -0.755 -1.613
C -2.582 -2.867 -0.441
H 4.110 -3.696 -3.155
H 4.176 -1.703 -4.602
H 0.589 3.278 -1.040
H -0.420 3.757 0.369
H -0.846 4.349 -1.283
H -3.210 2.951 0.478
H -3.973 2.143 -0.923
H -3.233 3.760 -1.115
H -0.531 1.595 -3.211
H -1.613 3.021 -3.271
H -2.327 1.380 -3.211
H -3.051 -1.832 3.694
H -1.288 -1.681 3.353
H -2.350 -2.534 2.189
H -3.164 1.013 4.118
H -2.449 2.131 2.907
H -1.384 1.046 3.847
H -4.895 -0.748 2.250
H -4.541 -0.073 0.628
H -4.690 1.031 2.011
H -2.546 -1.884 -3.393
H -0.902 -2.161 -2.680
H -1.391 -0.523 -3.189
H -4.316 -1.137 -2.630
H -4.292 0.326 -1.612
H -4.839 -1.257 -0.936
H -2.752 -3.579 -1.261
H -3.431 -2.906 0.248
H -1.660 -3.141 0.083
C 1.696 -0.795 -2.836
C 1.635 -1.824 -1.874
C 1.466 -3.138 -2.339
C 1.351 -3.447 -3.690
C 1.306 -2.402 -4.590
C 1.296 -1.096 -4.150
O 2.323 0.467 -2.789
H 2.983 0.689 -2.099
H 1.857 -1.588 -0.828
H 1.608 -3.949 -1.625
H 1.353 -4.509 -3.993
H 1.354 -2.622 -5.640
H 1.247 -0.298 -4.883
C 4.115 1.745 1.514
C 3.279 1.123 0.431
O 1.819 1.560 0.466
P 0.583 1.050 1.371
O 0.108 2.344 2.235
C 0.955 3.223 3.097
C 0.884 2.794 4.539
O 1.246 0.179 2.543
C 1.585 -1.257 2.506
C 2.143 -1.601 3.866
H 4.198 2.823 1.337
H 5.155 1.381 1.456
H 3.748 1.533 2.521
H 3.648 1.526 -0.522
H 3.259 0.023 0.415
H 1.970 3.211 2.678
H 0.562 4.239 2.973
H 1.281 1.783 4.665
H 1.481 3.505 5.122
H -0.135 2.811 4.938
H 0.683 -1.836 2.268
H 2.310 -1.443 1.698
H 1.419 -1.455 4.674
H 2.429 -2.654 3.893
H 3.019 -0.986 4.097
```

Multiplicity: 5
⟨S²⟩: 6.026
Net charge: +4
Maximum force in eV Å⁻¹: 5.36
ΔE to the lowest compared entry with this formula, charge and spin in kJ/mol: 133.6
Orbital gap (spin up / spin down) in Eh: 0.3018 / 0.1001


(7)
ORCA calculation (wB97M-V/def2-TZVPD) on a single C4H5NO2 molecule.

Structure (XYZ):
```
12
Properties=species:S:1:pos:R:3
O -0.981 -1.093 2.573
C -0.740 -0.215 1.781
C -0.275 -0.477 0.386
C -0.855 0.278 -0.777
N 0.447 0.600 -0.275
C 1.599 0.314 -1.015
O 1.667 0.335 -2.217
H -0.840 0.860 2.033
H 0.044 -1.498 0.192
H -1.617 1.027 -0.584
H -0.918 -0.244 -1.730
H 2.469 0.112 -0.368
```

Multiplicity: 1
SMILES string: O=C[C@H]1CN1C=O
Maximum force in eV Å⁻¹: 0.59
ΔE to the lowest compared entry with this formula, charge and spin in kJ/mol: 178.7
Orbital gap in Eh: 0.3964


(8)
ORCA calculation (wB97M-V/def2-TZVPD) on a molecular structure, C5H16B4BeBrF5LiNO7 in a non-equilibrium geometry.

Structure (XYZ):
```
41
Properties=species:S:1:pos:R:3
O 1.636 -2.158 -2.711
B 2.068 -0.833 -3.264
O 3.506 -0.414 -3.344
B 0.878 0.201 -3.747
O 1.006 1.668 -3.481
B 0.009 1.885 -2.375
O -1.397 1.501 -2.691
B -1.435 0.190 -3.399
C -2.641 -0.847 -2.983
F -4.015 -0.296 -3.122
F -2.462 -1.232 -1.554
F -2.560 -2.090 -3.800
O -0.402 -0.213 -4.418
H 2.342 -2.847 -2.901
H 3.499 0.509 -2.906
H 0.336 2.308 -1.304
C 0.148 1.991 2.625
C -0.070 0.737 1.782
C -0.124 -0.563 2.617
O 1.158 -1.043 3.037
C 1.647 -0.444 4.227
N 0.972 0.671 0.747
H 1.172 2.077 2.998
H -0.050 2.888 2.029
H -0.533 2.008 3.484
H -1.041 0.848 1.286
H -0.537 -1.354 1.980
H -0.804 -0.467 3.472
H 0.847 -0.233 4.942
H 2.197 0.468 3.990
H 2.350 -1.141 4.692
H 0.774 -0.123 0.137
H 1.844 0.404 1.211
O -2.666 -0.214 1.881
H -2.907 -0.664 1.057
H -3.471 0.264 2.130
Be 2.985 -0.555 6.314
F -3.315 -2.452 -5.596
F 0.285 1.472 -5.959
Li 1.785 -2.697 7.979
Br -3.015 0.790 -5.064
```

Multiplicity: 1
Maximum force in eV Å⁻¹: 6.58
Orbital gap in Eh: 0.1218


(9)
ORCA calculation (wB97M-V/def2-TZVPD) on 5 unconnected molecules or ions with the total composition C27H50BN2O15PS in a non-equilibrium geometry.

Structure (XYZ):
```
97
Properties=species:S:1:pos:R:3
C -0.196 1.242 2.439
C 0.337 0.061 1.894
N 0.908 -0.066 0.583
C 1.373 1.013 -0.200
C 1.404 2.551 0.091
O 0.620 3.291 -0.523
O 2.252 3.069 0.923
C 1.890 0.391 -1.407
P 2.633 1.356 -2.810
O 3.194 0.525 -3.913
O 3.892 2.296 -2.238
O 1.483 2.452 -3.302
N 1.709 -1.027 -1.320
B 2.094 -2.105 -2.294
O 1.890 -2.020 -3.663
O 2.652 -3.283 -1.748
C 4.095 -3.287 -1.785
C 4.777 -1.903 -1.468
C 1.110 -1.276 -0.086
C 0.687 -2.667 0.525
C -0.621 -3.171 -0.282
C -0.358 -4.494 -1.122
S -0.876 -4.324 -2.894
H 0.430 1.803 3.191
H -1.221 1.646 2.233
H 0.362 -0.851 2.550
H 4.116 2.902 -2.979
H 0.611 2.031 -3.139
H 2.718 -2.095 -4.170
H 4.426 -3.999 -0.970
H 4.522 -3.723 -2.736
H 4.335 -1.357 -0.593
H 5.843 -2.138 -1.168
H 4.881 -1.247 -2.385
H 0.411 -2.587 1.605
H 1.522 -3.418 0.462
H -0.912 -2.367 -1.019
H -1.462 -3.284 0.453
H 0.697 -4.867 -1.070
H -1.028 -5.290 -0.687
H 0.272 -4.394 -3.664
O -3.438 -4.608 1.132
C -3.047 -5.123 2.150
O -1.871 -4.739 2.678
C -1.395 -5.137 3.975
C -0.695 -6.479 3.910
C -3.810 -6.251 2.792
H -2.202 -5.118 4.708
H -0.681 -4.373 4.284
H -1.373 -7.272 3.589
H -0.288 -6.746 4.887
H 0.121 -6.448 3.185
H -3.549 -7.186 2.296
H -4.875 -6.061 2.664
H -3.640 -6.345 3.862
O -1.840 0.096 -3.456
C -2.449 0.967 -4.025
O -2.457 2.212 -3.520
C -2.984 3.358 -4.202
C -4.478 3.483 -3.985
C -3.274 0.662 -5.247
H -2.713 3.342 -5.259
H -2.484 4.226 -3.768
H -5.017 2.625 -4.392
H -4.861 4.387 -4.460
H -4.705 3.522 -2.918
H -4.245 0.277 -4.934
H -2.756 -0.099 -5.830
H -3.414 1.514 -5.908
O -1.346 -2.461 6.015
C -1.829 -1.366 5.861
O -1.228 -0.292 6.395
C -1.606 1.065 6.120
C -2.741 1.508 7.021
C -3.147 -1.195 5.152
H -1.833 1.199 5.061
H -0.725 1.673 6.327
H -3.641 0.913 6.857
H -2.984 2.557 6.844
H -2.465 1.382 8.069
H -3.958 -1.382 5.856
H -3.198 -1.922 4.341
H -3.278 -0.216 4.695
O 4.212 8.122 -4.361
C 3.859 7.639 -3.314
O 4.027 6.327 -3.091
C 3.816 5.690 -1.817
C 2.361 5.324 -1.619
C 3.146 8.472 -2.280
H 4.209 6.304 -1.004
H 4.415 4.779 -1.831
H 1.722 6.211 -1.613
H 2.224 4.794 -0.679
H 2.012 4.690 -2.435
H 2.089 8.530 -2.536
H 3.575 9.474 -2.292
H 3.257 8.102 -1.264
```

Multiplicity: 1
Maximum force in eV Å⁻¹: 4.54
Orbital gap in Eh: 0.2376


(10)
ORCA calculation (wB97M-V/def2-TZVPD) on 2 unconnected molecules or ions with the total composition C4H11IOSi in a non-equilibrium geometry.

Structure (XYZ):
```
18
Properties=species:S:1:pos:R:3
C 1.651 -0.991 -1.254
C -2.263 -0.066 0.605
C 0.826 -1.813 -0.275
C 0.334 2.352 0.019
O 0.528 -1.098 0.887
Si -0.486 0.106 1.235
I -0.941 3.967 0.603
H 1.861 -1.583 -2.145
H 1.107 -0.091 -1.534
H 2.591 -0.694 -0.791
H -2.955 -0.150 1.439
H -2.578 0.791 0.017
H -2.379 -0.957 -0.011
H 1.391 -2.698 0.039
H -0.102 -2.147 -0.757
H 1.341 2.555 0.338
H 0.253 2.220 -1.050
H -0.179 0.298 2.635
```

Multiplicity: 1
Maximum force in eV Å⁻¹: 3.32
ΔE to the lowest compared entry with this formula, charge and spin in kJ/mol: 129.0
Orbital gap in Eh: 0.3163


Which formula does entry 3 have?
C3H9N3S2


What is the formula in the eighth record?
C5H16B4BeBrF5LiNO7